{"formula": "C38H89F12N9NiO18S4", "method": "wB97M-V/def2-TZVPD", "species": ["Ni", "C", "F", "F", "F", "S", "O", "O", "N", "S", "O", "O", "C", "F", "F", "F", "C", "F", "F", "F", "S", "O", "O", "N", "S", "O", "O", "C", "F", "F", "F", "C", "C", "C", "O", "C", "N", "H", "H", "H", "H", "H", "H", "H", "H", "H", "H", "H", "C", "C", "C", "O", "C", "N", "H", "H", "H", "H", "H", "H", "H", "H", "H", "H", "H", "C", "C", "C", "O", "C", "N", "H", "H", "H", "H", "H", "H", "H", "H", "H", "H", "H", "C", "C", "C", "O", "C", "N", "H", "H", "H", "H", "H", "H", "H", "H", "H", "H", "H", "C", "O", "C", "C", "N", "C", "C", "O", "C", "H", "H", "H", "H", "H", "H", "H", "H", "H", "H", "H", "H", "H", "H", "H", "C", "O", "C", "C", "N", "C", "C", "O", "C", "H", "H", "H", "H", "H", "H", "H", "H", "H", "H", "H", "H", "H", "H", "H", "C", "O", "C", "C", "N", "C", "C", "O", "C", "H", "H", "H", "H", "H", "H", "H", "H", "H", "H", "H", "H", "H", "H", "H"], "coordinates": [[-13.049, 7.539, 13.045], [-15.631, 7.376, 16.606], [-16.288, 6.340, 16.178], [-16.225, 7.767, 17.750], [-14.382, 6.983, 16.863], [-15.391, 8.767, 15.234], [-16.699, 9.465, 15.292], [-14.243, 9.600, 15.697], [-14.846, 7.903, 13.769], [-16.261, 7.563, 13.087], [-15.967, 6.798, 11.871], [-17.269, 6.928, 13.922], [-17.095, 9.172, 12.377], [-17.103, 9.133, 11.064], [-18.394, 9.260, 12.828], [-16.353, 10.238, 12.772], [-12.080, 4.365, 10.229], [-11.821, 3.903, 8.974], [-13.376, 4.613, 10.260], [-11.697, 3.450, 11.190], [-11.066, 6.071, 10.652], [-10.204, 5.706, 11.800], [-10.340, 6.599, 9.488], [-12.291, 7.134, 11.258], [-12.923, 7.708, 9.926], [-13.085, 6.901, 8.768], [-14.160, 8.279, 10.414], [-11.777, 9.252, 9.378], [-10.978, 9.528, 10.382], [-11.107, 8.972, 8.268], [-12.599, 10.268, 9.188], [-23.342, 10.943, 8.508], [-23.214, 11.566, 9.939], [-21.709, 11.639, 10.439], [-21.489, 12.156, 11.759], [-20.077, 12.066, 12.079], [-23.656, 12.965, 9.880], [-23.096, 11.693, 7.756], [-24.376, 10.638, 8.346], [-22.637, 10.135, 8.313], [-23.863, 11.010, 10.616], [-21.128, 12.128, 9.657], [-21.312, 10.632, 10.305], [-19.393, 12.108, 11.231], [-19.807, 11.110, 12.528], [-19.716, 12.884, 12.702], [-24.660, 12.872, 9.937], [-23.385, 13.491, 10.698], [-17.651, 13.510, 15.639], [-16.803, 13.588, 14.462], [-16.217, 15.136, 14.294], [-17.135, 16.186, 14.527], [-18.155, 16.223, 13.561], [-15.755, 12.591, 14.591], [-18.293, 14.374, 15.809], [-17.156, 13.420, 16.606], [-18.357, 12.704, 15.439], [-17.439, 13.248, 13.645], [-15.737, 15.212, 13.319], [-15.458, 15.375, 15.039], [-17.660, 16.135, 12.594], [-18.821, 17.080, 13.663], [-18.872, 15.404, 13.638], [-16.195, 11.717, 14.840], [-15.356, 12.641, 13.664], [-17.665, 10.671, 18.747], [-17.326, 11.460, 20.056], [-16.054, 12.370, 19.908], [-15.449, 12.778, 21.123], [-16.114, 13.628, 22.024], [-18.555, 12.166, 20.481], [-16.953, 9.861, 18.592], [-17.562, 11.424, 17.966], [-18.678, 10.295, 18.893], [-17.292, 10.795, 20.919], [-16.070, 13.197, 19.198], [-15.330, 11.739, 19.394], [-16.815, 14.398, 21.703], [-15.347, 14.260, 22.470], [-16.638, 12.956, 22.705], [-18.697, 12.695, 19.633], [-18.238, 12.935, 21.054], [-15.319, 11.709, 9.177], [-16.653, 12.342, 9.617], [-16.756, 13.924, 9.496], [-17.922, 14.309, 10.064], [-18.114, 15.747, 9.919], [-17.709, 11.735, 8.859], [-15.207, 10.689, 9.545], [-14.485, 12.321, 9.522], [-15.248, 11.528, 8.104], [-16.773, 12.045, 10.659], [-16.634, 14.257, 8.466], [-15.944, 14.439, 10.009], [-17.199, 16.270, 10.198], [-18.844, 16.083, 10.656], [-18.526, 15.982, 8.938], [-17.497, 11.913, 7.888], [-18.442, 12.399, 9.063], [-17.093, 3.645, 10.859], [-17.581, 4.214, 12.080], [-18.073, 3.272, 13.082], [-18.240, 3.867, 14.522], [-19.471, 4.679, 14.573], [-19.580, 5.438, 15.830], [-20.738, 6.546, 15.737], [-20.505, 7.482, 16.777], [-19.646, 8.553, 16.320], [-17.965, 3.262, 10.329], [-16.325, 2.897, 11.056], [-16.737, 4.479, 10.253], [-17.307, 2.497, 13.113], [-19.029, 2.937, 12.679], [-17.364, 4.432, 14.843], [-18.481, 3.058, 15.211], [-19.442, 5.250, 13.741], [-18.748, 6.098, 16.074], [-19.708, 4.718, 16.638], [-21.708, 6.083, 15.917], [-21.031, 6.893, 14.746], [-18.960, 8.282, 15.517], [-19.114, 8.944, 17.186], [-20.085, 9.464, 15.914], [-16.711, 3.658, 20.636], [-17.313, 4.568, 19.768], [-17.992, 5.602, 20.438], [-18.777, 6.288, 19.269], [-19.648, 7.405, 19.676], [-20.481, 7.285, 20.907], [-21.706, 8.220, 20.939], [-22.777, 7.947, 19.994], [-23.485, 6.707, 20.268], [-16.249, 2.771, 20.203], [-17.393, 3.113, 21.287], [-16.002, 4.218, 21.247], [-17.282, 6.303, 20.877], [-18.761, 5.313, 21.155], [-19.382, 5.505, 18.812], [-18.139, 6.738, 18.509], [-20.198, 7.695, 18.881], [-19.840, 7.398, 21.781], [-20.832, 6.256, 20.987], [-21.409, 9.201, 20.570], [-22.151, 8.307, 21.930], [-22.850, 5.830, 20.140], [-24.245, 6.583, 19.496], [-23.886, 6.660, 21.281], [-13.380, 10.783, 12.727], [-12.616, 9.615, 12.795], [-11.398, 9.786, 13.437], [-10.717, 8.501, 13.982], [-11.756, 7.690, 14.710], [-11.311, 6.306, 15.034], [-12.293, 5.200, 14.674], [-13.051, 5.489, 13.496], [-14.085, 4.513, 13.266], [-12.918, 11.380, 11.941], [-13.457, 11.323, 13.671], [-14.386, 10.599, 12.351], [-11.349, 10.489, 14.269], [-10.725, 10.273, 12.732], [-9.909, 8.740, 14.673], [-10.305, 7.835, 13.224], [-11.938, 8.070, 15.628], [-11.056, 6.076, 16.069], [-10.411, 6.140, 14.441], [-13.040, 4.971, 15.434], [-11.621, 4.342, 14.678], [-14.798, 4.504, 14.091], [-13.718, 3.510, 13.482], [-14.613, 4.578, 12.315]], "forces_ev_per_a": [[-0.483, 0.102, 0.343], [0.311, 0.165, 0.110], [-0.326, -0.486, -0.404], [0.850, 0.560, -1.268], [0.447, 0.066, 0.349], [1.195, 2.624, 2.759], [2.352, -1.702, -1.124], [-1.930, -2.305, -1.258], [-3.067, 2.171, 3.438], [-2.483, -3.776, -4.157], [0.337, 1.331, 1.609], [1.227, 1.545, -0.078], [-0.402, -0.196, 0.843], [-0.051, -0.050, 0.462], [2.162, 0.041, -0.503], [-1.138, -0.339, -0.382], [0.808, 0.016, -0.667], [0.350, 0.498, 1.977], [0.376, -0.370, 0.712], [-0.853, 1.430, -1.779], [2.820, -0.704, 1.876], [-1.936, 0.497, -1.573], [-1.966, -0.943, 1.752], [3.356, -2.788, -2.114], [-3.193, 3.840, -0.974], [0.990, -0.890, -0.168], [0.631, 0.854, 0.093], [-1.476, -2.250, -0.011], [0.866, 0.343, 0.298], [-0.182, 0.426, 0.501], [0.062, 0.299, -0.261], [0.509, 0.692, 0.670], [1.931, 0.939, 0.133], [-0.949, -1.501, -0.913], [0.946, -0.101, -0.997], [0.101, -0.219, -0.219], [-0.866, -0.318, -0.346], [-0.100, 0.237, 0.136], [0.122, -0.212, -0.068], [-0.251, -0.357, 0.328], [0.371, -0.336, 0.299], [-0.056, 1.009, 0.118], [0.052, -0.539, 0.751], [-0.458, 0.205, -0.673], [-0.488, -0.039, 0.369], [-0.676, 0.075, 0.318], [-0.383, 0.731, -0.173], [0.207, -0.176, 0.279], [-2.206, 0.286, 1.704], [0.839, 2.143, -0.084], [-0.247, -1.586, 0.570], [-0.480, -0.387, -0.022], [-0.261, -0.461, -0.279], [0.711, 1.644, -0.171], [-0.016, 0.286, -0.434], [0.411, -0.464, -0.177], [0.000, -0.419, 0.719], [-0.070, 0.926, -0.716], [-0.098, 0.180, -0.418], [0.175, -0.779, 0.102], [-0.390, 0.360, -0.366], [0.698, 0.502, 0.009], [0.181, -0.602, 0.134], [0.275, -0.369, -0.455], [0.476, -1.226, -0.050], [0.798, 1.035, 1.638], [-0.319, -0.177, 0.471], [-0.102, -1.423, 0.128], [0.293, 0.113, -0.932], [0.100, -0.114, 0.397], [0.456, 1.139, -1.336], [-0.160, 0.084, -0.103], [-0.369, -0.325, -0.508], [0.097, -0.037, -0.388], [1.422, -0.545, -0.247], [-1.079, 0.467, 0.041], [0.407, -0.291, 0.399], [-0.326, -0.278, -1.065], [0.129, -0.501, 0.595], [-0.008, 0.493, 0.649], [-1.222, 0.419, -0.489], [-0.142, -0.011, 0.791], [-0.115, 0.268, 0.126], [1.536, 0.491, -0.371], [2.475, -1.821, 0.033], [-2.167, 1.936, 0.521], [-0.538, -1.045, 0.787], [-0.753, 0.338, 0.125], [-0.141, 0.089, 0.528], [0.208, -0.116, -0.112], [-0.058, 0.638, -0.259], [-0.226, 0.410, 0.288], [-0.310, -0.232, -0.586], [0.604, -0.176, 0.349], [0.232, 0.051, -0.526], [-0.186, -0.370, -0.022], [0.471, 0.080, -0.178], [0.016, -0.207, -0.432], [-1.135, -0.355, -0.241], [-1.292, 0.707, 0.923], [0.270, 0.395, 1.094], [0.887, 0.871, -0.501], [-1.430, -0.072, -1.312], [0.698, 0.042, 0.161], [-1.227, 1.585, -1.752], [-0.513, -2.569, 1.141], [0.291, 1.365, -1.673], [0.347, 0.288, 0.501], [0.172, -0.655, -0.253], [0.055, -0.163, -0.207], [0.347, -0.047, 0.222], [-0.256, -0.564, 0.161], [-0.120, -0.541, 0.449], [0.265, -0.078, -0.062], [0.710, -0.394, 0.000], [-0.151, 0.699, 0.211], [0.692, -0.436, -0.124], [-0.312, 0.226, 0.112], [-0.049, -0.346, 0.872], [1.333, 0.858, -0.364], [0.218, -0.645, 0.286], [0.312, -0.442, 0.029], [-1.238, -0.206, -0.051], [0.234, -0.429, 1.053], [-0.269, -0.950, -0.179], [-0.755, 1.453, -2.147], [-0.765, 0.616, 0.946], [-0.041, 0.721, 1.193], [0.037, -0.783, -1.229], [-0.064, 0.310, -1.313], [0.085, -1.636, 0.817], [0.869, 0.533, -0.688], [0.450, 0.668, -1.069], [-0.715, 0.600, 0.449], [0.337, -0.337, 0.284], [0.084, 0.047, 0.329], [0.349, -0.621, 0.311], [0.081, -0.361, -0.140], [0.256, -0.533, 0.116], [-0.210, -0.177, 0.009], [-0.114, 0.517, 0.142], [-0.370, -0.391, 0.106], [0.289, 0.177, 0.487], [0.224, -0.116, 0.229], [0.374, 0.005, 0.066], [-0.215, 0.382, 0.269], [-0.234, 0.286, 0.045], [-0.695, 1.239, -1.069], [-0.368, -1.977, 0.975], [2.814, 0.487, 0.420], [-1.067, -0.347, 0.235], [0.281, -0.815, -0.011], [0.191, -0.373, -1.224], [-0.444, 0.260, 0.651], [0.555, -0.476, -0.560], [-0.451, -0.992, 1.320], [0.128, 0.551, 0.168], [0.239, -0.179, 0.124], [0.376, -0.549, 0.182], [-1.176, 0.133, 0.257], [0.369, -0.197, -0.251], [0.083, 0.384, -0.162], [-0.086, 0.176, -0.255], [-0.741, 0.910, -0.253], [0.072, 0.735, 0.224], [0.035, -0.151, 0.006], [0.031, 0.379, 0.456], [-0.378, -0.592, -0.988], [-0.553, 1.060, 0.019], [0.825, -0.152, -0.933], [0.481, 0.467, 0.167]], "homo_ev": [-8.02, -8.02], "largest_force_ha_per_bohr": 0.1194, "multiplicity": 3, "e_above_lowest_kcal_mol": 64.9, "homo_lumo_gap_ha": [0.292, 0.244]}